Formula: C16H25NO3
Source: the Open Molecules 2025 dataset
Level of theory: ωB97M-V with the def2-TZVPD basis set

Output
**Energy**: -24614.12026 eV
**Gap between HOMO and LUMO**: 8.459 eV
**Charge**: 0
**Energy relative to the best compared isomer or geometry (same formula, charge and spin)**: 408.1 kcal per mole

Geometry as XYZ:
```
45
Properties=species:S:1:pos:R:3:forces:R:3:nbo_charge:R:1
C -3.013256 -2.848308 0.342375 -0.7 -0.9 -2.4 -0.282
H -2.224393 -2.782810 1.103586 -0.7 -0.2 0.2 0.204
O -3.815026 -1.683926 0.202495 -4.8 -8.2 2.0 -0.473
C -3.428302 -0.544673 0.068276 -0.3 6.9 -2.0 0.393
C -2.114078 -0.378725 -0.167849 -5.3 11.2 -0.3 -0.382
C -1.782629 1.038921 -0.101796 2.7 -2.8 -1.7 0.371
C -2.760720 2.016379 -0.011239 7.2 6.4 -2.6 -0.344
C -4.037567 1.842077 -0.187234 -7.3 -0.2 2.0 -0.180
C -4.483762 0.540790 -0.025211 4.1 -1.0 -0.3 -0.313
H -5.435180 0.214651 0.147622 -2.5 -0.6 0.1 0.211
H -4.808494 2.813039 -0.065503 2.1 -3.0 -0.8 0.223
H -2.483714 3.272047 -0.385980 -0.1 -3.9 1.6 0.182
O -0.360417 1.117608 -0.369497 -2.2 4.5 1.2 -0.572
C 0.160179 2.693658 -0.356951 1.2 -5.3 2.1 -0.033
C 1.648573 2.466129 -0.592009 -2.1 7.9 9.6 -0.396
C 2.160124 1.987008 0.998862 5.7 6.2 -2.8 -0.360
C 3.743583 1.467124 0.862705 -2.8 7.2 0.2 -0.435
C 3.946588 0.431376 -0.096665 8.5 4.6 -3.7 -0.215
N 3.017220 -0.380797 -0.229810 -9.1 -7.6 5.7 -0.485
C 2.887824 -1.327438 1.097024 0.4 -4.0 -7.6 -0.252
C 1.534712 -2.122699 0.917155 3.5 5.6 16.9 0.009
O 1.253214 -2.757205 -0.020976 -1.9 -6.4 -14.0 -0.504
C 1.434331 -1.894304 -1.248205 -2.1 -4.1 -1.9 -0.150
C 2.716798 -1.224076 -1.199677 5.1 -0.7 -8.4 -0.158
H 2.781391 -0.443288 -2.485103 -0.3 -2.0 3.4 0.145
H 3.681831 -1.987227 -1.493771 -2.3 1.4 0.8 0.150
H 1.308600 -2.836188 -2.177030 0.5 3.6 2.7 0.232
H 0.675513 -1.095247 -1.292268 -0.3 -0.7 0.2 0.222
H 1.471529 -2.877705 1.936377 0.5 1.7 -2.1 0.133
H 0.808948 -1.419549 1.207865 -1.6 1.8 0.5 0.124
H 3.038265 -0.681976 1.844679 0.3 1.7 3.4 0.207
H 3.713504 -2.131905 0.797601 -1.0 1.7 1.5 0.177
H 4.995371 0.071451 0.072206 -0.1 -0.7 -0.1 0.154
H 4.022102 0.766409 -1.211106 0.4 0.9 1.4 0.197
H 4.277751 2.424799 0.520001 -0.5 -1.2 0.0 0.213
H 4.068651 1.537916 1.849794 1.0 -1.6 1.8 0.219
H 1.681438 1.160749 1.025411 -4.0 -5.3 1.6 0.188
H 2.105201 2.832244 1.881079 -0.3 -2.3 -2.5 0.212
H 1.874113 1.788703 -1.212943 1.9 -4.6 -5.1 0.198
H 1.969749 3.572099 -0.659599 0.5 -1.9 -0.8 0.206
H -0.075262 3.148513 0.624682 0.2 -0.5 -0.4 0.191
H -0.386501 3.143144 -1.073117 -1.6 1.4 -2.7 0.178
H -1.473668 -1.003977 0.028846 6.7 -6.6 1.4 0.191
H -2.533460 -3.052284 -0.641636 0.3 0.5 0.5 0.186
H -3.776425 -3.684668 0.291940 1.1 0.9 1.3 0.219
```
Forces are in eV/Å.